1.
The following is a quantum chemistry calculation of C22H49N3O3PSSbSi3Tc as an isolated structure, from OMol25.

Calculated values
* HOMO level (alpha / beta): -13.795 / -13.862 eV
* orbital gap (alpha / beta): 6.6 / 6.7 eV
* spin multiplicity: 4
* net charge: +2
* energy: -86706.4856 eV
* maximum force: 0.8 eV Å⁻¹

Positions of all 84 atoms, in Å:
Tc: 0.469385 0.388893 -0.306902
O: -2.163900 3.484482 -0.063080
C: -1.576750 2.535699 0.362519
O: -0.499707 2.034287 -0.302626
C: -1.878983 1.911907 1.683272
C: -2.400453 2.748626 2.662716
C: -2.688589 2.262074 3.927805
C: -2.466246 0.924898 4.218945
C: -1.958802 0.072813 3.247568
C: -1.669972 0.562914 1.977716
S: -1.178113 -0.686696 0.794316
H: -2.571659 3.787267 2.413436
H: -3.086646 2.925335 4.683265
H: -2.689376 0.536621 5.203661
H: -1.806654 -0.976231 3.466841
C: 5.418827 -2.159207 1.090502
N: 4.087730 -2.158964 0.469157
C: 3.419716 -3.467409 0.491042
P: 3.295941 -0.765028 0.276719
O: 1.840706 -1.088853 -0.131539
N: 3.150955 0.224493 1.586904
C: 2.286574 -0.218331 2.698069
C: 4.327570 0.959184 2.080388
N: 4.042722 0.115822 -0.883498
C: 3.679463 1.518459 -1.072955
C: 5.310453 -0.244331 -1.526893
H: 6.074672 -2.838634 0.545765
H: 5.359551 -2.489135 2.129531
H: 5.865753 -1.167155 1.064814
H: 3.993031 -4.171469 -0.112610
H: 2.415604 -3.390770 0.085569
H: 3.366024 -3.845213 1.513535
H: 1.435274 -0.787765 2.329616
H: 1.917850 0.658789 3.229484
H: 2.841553 -0.841100 3.404411
H: 4.965458 1.273599 1.258090
H: 4.914973 0.350197 2.770955
H: 3.989949 1.848419 2.611006
H: 2.719725 1.762480 -0.601752
H: 3.602247 1.734624 -2.137409
H: 4.410507 2.201422 -0.633263
H: 5.472105 -1.315877 -1.474690
H: 6.152888 0.277806 -1.065966
H: 5.264864 0.037907 -2.578768
C: 0.249825 0.134490 -6.024690
Si: 1.126731 0.706107 -4.495075
C: 1.161181 2.545715 -4.281076
C: 2.818853 -0.066835 -4.350507
Sb: -0.482984 -0.271980 -2.668898
Si: -0.240619 -2.876383 -2.819122
C: -1.053166 -3.550193 -1.303853
C: 1.578083 -3.220942 -2.876065
C: -1.119683 -3.313155 -4.386757
Si: -2.793125 0.964929 -3.107368
C: -3.410176 0.160481 -4.657059
C: -3.842988 0.567479 -1.640462
C: -2.319697 2.733578 -3.320260
H: 0.800033 0.487363 -6.902716
H: -0.768039 0.516613 -6.094700
H: 0.214760 -0.955504 -6.074559
H: 2.000066 2.964658 -4.843326
H: 1.275462 2.838292 -3.235135
H: 0.246077 3.005101 -4.655632
H: 3.058209 -0.592932 -5.277522
H: 2.897818 -0.780136 -3.530276
H: 3.578029 0.705159 -4.212720
H: -0.661873 -3.085643 -0.396610
H: -0.865146 -4.625291 -1.234449
H: -2.133737 -3.398021 -1.331340
H: 2.129098 -2.574454 -2.190922
H: 1.972482 -3.086717 -3.884489
H: 1.757207 -4.258688 -2.580428
H: -2.071634 -2.789920 -4.484209
H: -1.336442 -4.385583 -4.387841
H: -0.509370 -3.098991 -5.264766
H: -3.169479 -0.901244 -4.718590
H: -3.037204 0.658590 -5.551672
H: -4.501573 0.244608 -4.663048
H: -4.411685 -0.346068 -1.823353
H: -4.549965 1.382526 -1.463196
H: -3.260333 0.433910 -0.729262
H: -2.239054 2.973527 -4.381671
H: -1.389018 2.987109 -2.816599
H: -3.088691 3.368765 -2.875237

Cartesian forces, eV/Å:
-0.5152 0.0077 0.6525
-0.0821 -0.0293 -0.1492
0.2582 0.2069 0.0587
0.1240 -0.1628 -0.0094
-0.0353 -0.1410 -0.0970
-0.0465 0.0180 0.0473
0.0006 -0.0054 -0.0052
0.0242 -0.0151 -0.0161
-0.0151 0.0078 -0.0069
-0.0334 -0.0011 0.0065
0.3173 0.2580 -0.0179
0.0031 -0.0073 -0.0049
0.0072 -0.0013 -0.0041
-0.0055 -0.0049 -0.0103
-0.0004 0.0024 0.0127
-0.0379 -0.0216 -0.0294
0.0040 -0.2651 0.1514
0.0621 0.0129 -0.0424
-0.3671 0.0716 -0.4235
0.2967 0.0023 -0.1225
0.0630 0.0979 0.2594
0.0499 -0.0205 -0.0100
-0.0836 0.0421 -0.0088
0.2672 0.1927 0.2572
-0.0717 -0.0147 -0.0624
-0.0801 -0.0279 -0.0685
0.0014 -0.0025 -0.0022
-0.0040 0.0004 0.0019
0.0005 0.0254 -0.0177
0.0058 -0.0044 0.0025
0.0130 0.0199 0.0107
-0.0136 -0.0088 0.0035
0.0035 -0.0010 -0.0288
0.0008 0.0114 0.0013
0.0127 0.0064 0.0065
0.0113 -0.0292 -0.0062
-0.0066 0.0005 0.0216
-0.0052 0.0141 -0.0049
-0.0036 -0.0388 0.0128
0.0048 0.0103 -0.0465
0.0220 -0.0071 -0.0258
-0.0006 -0.0259 0.0212
-0.0052 -0.0063 0.0061
-0.0037 0.0038 0.0128
-0.0151 -0.0271 -0.1164
-0.0060 -0.0648 0.1481
-0.0261 0.1364 0.0177
0.0822 -0.0596 0.0510
-0.1014 -0.1228 -0.5549
-0.1086 0.2017 0.0330
-0.0662 -0.0154 0.1634
0.1906 -0.0070 -0.0097
-0.0858 -0.1052 -0.1198
0.2053 -0.2685 0.1424
-0.1347 -0.0398 -0.1352
-0.0859 0.0069 0.1486
0.0065 0.2115 0.0266
-0.0184 -0.0092 0.0101
-0.0173 0.0119 -0.0143
-0.0092 0.0127 -0.0345
-0.0119 -0.0019 -0.0082
0.0309 0.0385 -0.0151
0.0191 0.0179 0.0218
0.0022 -0.0194 0.0231
0.0437 0.0145 0.0046
-0.0027 0.0074 -0.0151
0.0001 -0.0917 -0.0081
-0.0261 0.0029 -0.0279
0.0066 0.0014 0.0492
0.0076 -0.0541 -0.0076
0.0350 0.0061 0.0176
0.0045 0.0034 -0.0365
0.0057 -0.0670 -0.0145
0.0189 0.0121 -0.0281
-0.0382 0.0132 -0.0231
-0.0513 0.0334 -0.0099
0.0072 -0.0400 -0.0249
0.0179 0.0040 -0.0526
0.0126 -0.0141 0.0611
-0.0078 -0.0248 -0.0282
-0.0407 0.0083 0.0323
0.0347 0.0552 0.0159
0.0125 0.0440 0.0398
-0.0273 0.0189 -0.0484

***

2.
The following is a quantum chemistry calculation of a 6-piece molecular cluster, C22H49N3O5 overall at a distorted geometry, from OMol25.

Calculated values
* HOMO level: -9.262 eV
* orbital gap: 9.9 eV
* spin multiplicity: 1
* net charge: 0
* energy: -38314.2578 eV
* maximum force: 2.3 eV Å⁻¹

Positions of all 79 atoms, in Å:
C: 2.177091 -5.274231 0.387965
C: 3.159925 -5.901128 1.008583
C: 3.826570 -7.067991 0.357770
C: 3.899819 -8.319504 1.261300
N: 2.663500 -8.356880 2.076892
C: 3.884996 -9.547662 0.455627
N: 3.916851 -10.560015 -0.106349
C: 5.065972 -8.326654 2.258046
C: 6.243473 -7.609958 1.803968
N: 7.083347 -6.886008 1.456967
H: 1.604284 -5.738353 -0.394131
H: 1.931108 -4.255567 0.609636
H: 3.435804 -5.570581 1.996351
H: 4.782768 -6.795701 -0.069954
H: 3.184593 -7.327931 -0.477309
H: 2.845239 -8.748616 2.986849
H: 1.963798 -8.896895 1.593336
H: 4.776730 -7.975746 3.235353
H: 5.365577 -9.358854 2.404020
C: 0.653108 -3.120226 -3.367174
C: -0.051602 -2.729665 -2.076876
C: -0.722702 -1.371105 -2.203560
O: 0.887791 -2.711274 -0.998716
H: 1.434092 -2.394839 -3.610936
H: 1.136299 -4.092885 -3.262022
H: -0.047428 -3.167370 -4.201982
H: -0.794549 -3.487872 -1.823166
H: 0.009024 -0.597247 -2.411160
H: -1.219034 -1.101576 -1.270755
H: -1.463141 -1.370623 -3.005252
H: 1.553345 -2.047154 -1.203001
C: 1.057255 2.818575 -0.809601
C: 0.477692 2.645820 -2.204484
C: -0.151987 3.938733 -2.700446
O: -0.501256 1.603110 -2.213004
H: 0.272165 3.086504 -0.097240
H: 1.502760 1.884706 -0.459901
H: 1.818009 3.597635 -0.793208
H: 1.266821 2.334781 -2.891277
H: -0.975342 4.236984 -2.045133
H: -0.566377 3.804429 -3.700323
H: 0.580563 4.748026 -2.731133
H: -1.210324 1.865856 -1.615910
C: 3.126181 7.494144 -1.467905
C: 2.085475 6.882713 -0.542487
C: 1.863382 7.746987 0.689138
O: 2.492132 5.570679 -0.149690
H: 4.089708 7.578699 -0.958125
H: 3.277742 6.862291 -2.343536
H: 2.824103 8.487175 -1.803039
H: 1.143457 6.762747 -1.079721
H: 2.788517 7.839219 1.264513
H: 1.118364 7.294188 1.344273
H: 1.525133 8.747264 0.415666
H: 3.323526 5.649102 0.328817
C: -1.725361 4.710233 1.436977
C: -3.125746 4.202249 1.139115
C: -3.813702 3.684635 2.390801
O: -3.063833 3.158123 0.162363
H: -1.104349 3.900768 1.830263
H: -1.250446 5.066441 0.521674
H: -1.736481 5.522588 2.165346
H: -3.719979 5.004107 0.699721
H: -3.255372 2.846676 2.817258
H: -4.810495 3.316514 2.144519
H: -3.904999 4.462826 3.149843
H: -2.548698 2.436939 0.540601
C: -6.027281 0.259168 2.436762
C: -5.573386 0.214377 0.984336
C: -6.660177 -0.345643 0.079559
O: -4.388046 -0.574045 0.868756
H: -6.258636 -0.743664 2.806221
H: -5.232812 0.658947 3.068105
H: -6.915182 0.882255 2.555553
H: -5.304856 1.218843 0.653830
H: -6.909002 -1.370819 0.367992
H: -6.317714 -0.374233 -0.954892
H: -7.567850 0.257526 0.129658
H: -4.599111 -1.467691 1.154958

Cartesian forces, eV/Å:
0.0082 0.3417 0.0759
-0.0205 -0.1469 -0.1312
-0.8497 -0.6274 0.2448
-1.1043 0.5361 0.4669
0.3628 0.2245 -0.1461
0.9790 -1.2726 -0.7442
-0.2125 1.0910 0.4844
0.6914 -0.9447 -0.3796
1.2102 1.8540 -0.4799
-1.0720 -1.3362 0.4801
0.2971 0.0447 -0.7483
-0.6781 0.1167 0.5781
0.7786 0.3816 -0.0175
0.3430 -0.0208 0.0743
-0.0383 -0.1290 -0.3308
-0.1748 -0.3377 0.0576
-0.3224 -0.0478 0.1861
-0.2249 0.5129 0.1992
0.0420 -0.2970 0.1585
0.0364 -0.2205 0.0277
0.1479 0.4318 -0.2776
-0.1058 -0.3645 0.1403
-0.1552 -0.2304 0.1269
-0.0727 0.0807 -0.0145
-0.0391 -0.0157 0.0017
0.0104 0.0250 -0.0125
0.0928 -0.0551 0.1437
0.0720 0.0332 -0.1067
-0.0335 -0.0228 -0.0079
0.0122 0.0370 -0.0094
0.0019 0.0792 -0.0343
0.1998 -0.2698 -0.0485
-0.3950 0.2861 0.4278
0.0221 0.0461 -0.1913
0.2401 0.1016 -0.1694
-0.0295 0.1085 -0.0677
-0.0084 -0.0240 -0.0626
-0.1107 -0.0374 0.0415
-0.0787 -0.1343 -0.0450
0.0531 -0.0125 0.0796
0.0410 -0.0092 -0.0146
-0.0012 0.0013 0.0224
-0.0705 0.0690 -0.0201
-0.0370 -0.0926 -0.1696
0.4545 0.2449 0.2410
-0.1801 -0.0646 0.0691
-0.1855 0.0696 -0.1032
-0.0354 0.0665 0.0685
-0.0464 0.0083 -0.0143
0.0182 0.0101 0.0114
-0.0072 -0.1549 0.0178
0.0484 0.0508 -0.0748
-0.0334 0.0031 -0.0363
0.0214 0.0102 0.0081
0.0513 0.0264 0.0277
0.0685 0.1023 -0.1508
0.3181 -0.3221 0.3290
-0.2080 -0.0182 -0.0249
-0.0921 0.1884 -0.2358
-0.0338 0.0078 0.0882
-0.0018 0.0429 0.0169
-0.0106 -0.0147 0.0118
-0.0326 -0.0912 -0.1559
0.0818 0.0546 0.0155
-0.0245 0.0468 0.0223
0.0133 -0.0067 0.0065
-0.0562 -0.0789 0.0857
0.1328 0.1455 0.0655
-0.2910 -0.4246 0.1897
0.0462 0.0471 -0.1597
0.1655 0.3235 -0.0933
-0.0706 -0.0228 -0.0938
-0.0131 0.0496 -0.0105
-0.0082 -0.0128 0.0087
0.1539 -0.0387 -0.0339
-0.0384 0.0287 0.0904
0.0081 0.0537 -0.0004
-0.0113 -0.0185 0.0102
-0.0089 -0.0659 0.0157